{"formula": "C4H8N2S", "method": "ωB97M-V with the def2-TZVPD basis set", "e_tot_ev": -18091.0831, "charge": 0, "homo_energy_ev": -7.7, "relative_energy_kcal_mol": 61.3, "orbital_gap_ev": 8.41, "smiles": "CS/C=C/C=N/N", "max_force_ev_per_a": 2.93, "mol_weight_g_mol": 116.189, "symbols": ["C", "S", "C", "C", "C", "N", "N", "H", "H", "H", "H", "H", "H", "H", "H"], "coordinates": [[2.9834, 1.0573, 0.3673], [2.2344, -0.4609, -0.3097], [0.5276, -0.0119, -0.0455], [-0.4234, -0.9327, 0.2163], [-1.8488, -0.6043, 0.2872], [-2.3433, 0.4597, -0.2463], [-3.6454, 0.6313, -0.0224], [2.6816, 1.8097, -0.3805], [4.1149, 0.9707, 0.3568], [2.5751, 1.2773, 1.4136], [0.2866, 1.0071, -0.2478], [-0.0914, -1.9625, 0.3972], [-2.4803, -1.3217, 0.7605], [-4.1223, 1.1046, -0.7563], [-4.2271, -0.1984, 0.3415]], "forces_ev_per_angstrom": [[0.20, 0.23, 0.35], [-0.51, 0.04, 0.54], [0.31, -1.53, -0.19], [0.91, 0.70, -0.05], [0.99, 0.82, -0.97], [0.96, -1.54, 0.45], [-2.47, -1.02, 1.21], [0.31, 0.18, 0.77], [-1.47, 0.00, 0.12], [0.75, -0.24, -1.56], [-0.24, 0.65, 0.05], [-0.38, 0.37, 0.00], [-0.65, -0.51, 0.46], [-0.11, 0.39, -0.45], [1.39, 1.47, -0.74]]}